(1)
ORCA calculation (ωB97M-V/def2-TZVPD) on a structure of composition C31H17AlAsCl4N2O10.

Geometry as XYZ:
```
66
Properties=species:S:1:pos:R:3:forces:R:3:nbo_charge:R:1
Al -1.35732 0.20783 1.19086 0.1 0.0 0.1 2.12
O 0.67196 2.94391 3.07717 0.0 0.0 0.0 -0.62
C -0.19453 2.42391 2.41084 0.0 0.0 0.0 0.80
O -0.28297 1.12884 2.23476 0.0 0.0 0.0 -0.88
C -1.24640 3.28332 1.73974 0.0 0.0 0.0 -0.30
C -1.15697 4.64608 1.95963 0.0 0.0 0.0 -0.05
C -2.07695 5.51433 1.40217 0.0 0.0 0.0 -0.07
C -3.10405 5.05158 0.59860 0.0 0.0 0.0 -0.13
C -3.17218 3.70349 0.35549 0.0 0.0 0.0 -0.06
C -2.28558 2.76062 0.92633 0.0 0.0 0.0 0.49
O -2.47719 1.49327 0.70534 -0.1 0.0 0.1 -0.83
N -4.22059 3.25067 -0.56694 0.0 0.0 0.0 0.53
O -5.33577 3.71378 -0.40911 0.0 0.0 0.0 -0.39
O -3.90371 2.48226 -1.44783 0.0 0.0 0.0 -0.35
N -1.96625 6.94851 1.65187 0.1 0.0 -0.1 0.54
O -1.05012 7.33740 2.35062 0.0 0.0 0.0 -0.39
O -2.78893 7.68067 1.13034 0.0 0.0 0.0 -0.40
H -0.35487 5.01357 2.58301 0.0 0.0 0.0 0.26
H -3.82553 5.72822 0.16616 0.0 0.0 0.0 0.27
Cl -2.26436 -6.61266 -0.07600 0.0 0.0 0.0 -0.01
C -2.20600 -4.99494 0.55096 0.0 0.0 0.0 -0.10
C -3.36652 -4.24491 0.64200 0.0 0.0 0.0 -0.06
Cl -4.87406 -4.92353 0.13490 0.0 0.0 0.0 0.02
C -3.33811 -2.94665 1.13966 0.0 0.0 0.0 -0.17
Cl -4.75812 -1.96517 1.23087 0.0 0.0 0.0 0.01
C -2.11828 -2.39552 1.54116 0.1 0.0 0.1 0.28
O -2.05085 -1.14275 2.00234 -0.1 0.0 -0.1 -0.89
C -0.96753 -3.16667 1.44712 0.0 0.0 -0.1 0.20
O 0.21784 -2.52143 1.87423 -0.1 -0.1 0.0 -0.50
C -0.94258 -4.49010 0.95407 0.0 0.1 -0.1 -0.09
Cl 1.68240 -4.55729 1.29135 -0.3 0.0 -0.2 1.04
O -0.56863 -0.30848 -0.29180 0.0 0.0 -0.1 -1.24
As 1.02632 -0.67576 -0.73992 0.0 0.0 0.0 2.03
C 1.05614 -0.47222 -2.63380 0.0 0.0 0.0 -0.43
C -0.14911 -0.33814 -3.31080 0.0 0.0 0.0 -0.17
C -0.13769 -0.18957 -4.69079 0.0 0.0 0.0 -0.21
C 1.06668 -0.17929 -5.37949 0.0 0.0 0.0 -0.19
C 2.26903 -0.31062 -4.69626 0.0 0.0 0.0 -0.23
C 2.26745 -0.45386 -3.31753 0.0 0.0 0.0 -0.14
C 1.48813 -2.38782 -0.22835 0.0 0.0 0.0 -0.65
C 1.32543 -2.72140 1.12886 0.1 0.2 0.0 0.09
C 0.21136 -5.28625 0.80451 -0.1 -0.2 0.5 -0.57
C 2.93177 -5.64509 1.90611 0.2 0.0 0.1 -0.53
C 2.40126 -4.52889 -0.45138 0.2 0.1 0.0 -0.44
C 2.19489 -3.33731 -1.03353 0.0 -0.1 -0.1 -0.25
C 2.11137 0.69668 0.02646 0.0 0.0 0.0 -0.34
C 2.03479 1.98475 -0.49487 0.0 0.0 0.0 -0.23
C 2.72954 3.01123 0.12505 0.0 0.0 0.0 -0.20
C 3.48619 2.74780 1.25860 0.0 0.0 0.0 -0.18
C 3.56193 1.46123 1.76999 0.0 0.0 0.0 -0.20
C 2.87548 0.42584 1.15462 0.0 0.0 0.0 -0.20
H -1.07993 -0.34338 -2.75770 0.0 0.0 0.0 0.25
H -1.07193 -0.08120 -5.22558 0.0 0.0 0.0 0.22
H 1.07034 -0.06457 -6.45590 0.0 0.0 0.0 0.21
H 3.20670 -0.29721 -5.23629 0.0 0.0 0.0 0.22
H 3.20350 -0.54198 -2.77778 0.0 0.0 0.0 0.22
H 1.20598 -4.42053 2.63465 -0.1 0.0 -0.1 -0.05
H 0.35921 -6.18174 0.23419 0.0 0.1 -0.2 0.25
H 3.50035 -4.84245 2.42367 0.1 -0.1 0.0 0.11
H 2.89494 -5.40920 -0.82905 0.0 0.0 -0.1 0.23
H 2.49424 -3.10923 -2.05048 0.0 0.0 0.0 0.22
H 1.42779 2.18803 -1.37018 0.0 0.0 0.0 0.22
H 2.66554 4.01881 -0.26469 0.0 0.0 0.0 0.22
H 4.00411 3.55611 1.75778 0.0 0.0 0.0 0.22
H 4.13740 1.26568 2.66472 0.0 0.0 0.0 0.22
H 2.91357 -0.58063 1.55521 0.0 0.0 0.0 0.24
```
Forces are in eV/Å.

**Kohn-Sham gap (alpha / beta)**: 5.93 / 5.50 eV
**Net charge**: -1
**Calculated total energy**: -173391.12909 eV
**Relative energy (zero: lowest compared OMol25 entry of this formula, charge and spin)**: 1648.97 kJ/mol
**F_max**: 0.5 eV Å⁻¹



(2)
ORCA calculation (ωB97M-V/def2-TZVPD) on a structure of composition C37H91CuN6O15 in a non-equilibrium geometry.

Geometry as XYZ:
```
150
Properties=species:S:1:pos:R:3:forces:R:3:lowdin_charge:R:1
Cu 1.11878 1.77444 -1.97412 -0.5 0.4 0.1 0.35
O -1.82960 0.65613 0.63459 -1.0 -0.2 1.3 0.13
C -0.89664 0.89208 -0.24398 4.3 -1.4 -1.3 -0.84
O 0.30318 0.54707 -0.04657 0.3 0.4 1.1 -0.03
O -1.24262 1.33104 -1.34034 -1.1 1.4 -2.1 -0.01
H -2.50844 0.90979 0.00494 -2.0 0.0 0.3 0.07
C -2.57800 4.03792 0.17770 -0.3 -1.2 0.1 -0.10
O -1.20510 4.14008 0.37667 0.8 -0.1 0.8 -0.20
C -0.51867 4.88401 -0.56218 1.0 1.5 -0.5 -0.23
C 0.99380 4.98905 -0.22044 -1.3 -1.4 -0.8 -0.14
N 1.56260 3.63620 -0.48647 -0.2 0.9 -0.4 -0.05
C 2.99158 3.55626 -0.22061 0.4 -0.5 0.8 -0.18
C 3.58565 2.13526 -0.37006 0.0 1.3 0.6 -0.18
O 3.40261 1.78088 -1.72407 0.1 0.3 0.1 -0.23
C 4.10652 0.60689 -2.07791 -1.0 0.1 0.1 -0.07
H -3.17516 4.90970 0.44507 0.3 0.4 0.0 0.09
H -2.83331 3.21469 0.84494 -0.5 0.1 0.0 0.08
H -2.79310 3.70661 -0.83822 -0.1 0.1 -0.2 0.09
H -0.89493 5.90699 -0.56874 -0.3 0.4 -0.1 0.12
H -0.66151 4.48345 -1.56580 0.1 -0.3 -0.2 0.12
H 1.02873 5.26149 0.83439 0.4 0.1 0.2 0.11
H 1.46934 5.75740 -0.83002 0.0 -0.1 -0.1 0.12
H 0.98246 3.07064 0.11660 0.5 -0.8 0.4 0.08
H 3.20700 3.98597 0.75767 0.2 -0.4 0.5 0.11
H 3.55662 4.22077 -0.87424 -0.3 0.0 -0.5 0.10
H 3.21919 1.43029 0.37617 -0.9 -0.3 -0.3 0.11
H 4.64100 2.13033 -0.09746 0.5 0.5 -0.3 0.12
H 5.18193 0.72798 -1.94777 0.1 0.0 0.0 0.10
H 3.80001 0.41241 -3.10569 0.4 -0.2 0.1 0.09
H 3.69122 -0.16051 -1.42468 0.4 -0.6 -0.1 0.09
C -5.15572 0.76789 0.22876 0.1 -1.1 0.2 -0.11
O -4.40988 0.94777 -0.97323 -0.9 0.8 0.3 -0.21
C -5.17251 0.40444 -2.06270 0.4 0.8 -0.4 -0.18
C -4.62607 0.87387 -3.44921 0.1 -0.2 1.2 -0.19
N -3.18756 0.74818 -3.57783 -0.4 -0.8 -0.6 -0.05
C -2.77047 -0.64595 -3.71024 1.3 1.5 -0.4 -0.20
C -3.12140 -1.25565 -5.06216 0.1 -0.5 1.2 -0.19
O -2.71912 -2.59508 -4.89394 0.3 0.1 0.2 -0.19
C -3.11124 -3.43691 -5.89957 -0.8 -1.3 -1.0 -0.14
H -4.63811 1.13712 1.11411 0.1 0.5 -0.4 0.08
H -5.26931 -0.29725 0.43042 0.2 -0.5 -0.1 0.09
H -6.19635 1.09008 0.19177 0.1 0.8 -0.2 0.09
H -6.19667 0.77750 -2.05940 -0.3 0.0 0.5 0.11
H -5.17980 -0.66223 -1.83851 -0.1 -0.3 -0.8 0.12
H -4.89792 1.90070 -3.69379 -0.1 0.2 0.7 0.11
H -5.18453 0.31746 -4.20194 0.3 -0.4 -0.1 0.10
H -2.72419 1.03602 -2.72782 0.0 0.7 0.3 0.06
H -2.96563 -1.25340 -2.82648 -1.0 -0.5 -0.2 0.12
H -1.68943 -0.54713 -3.61188 0.3 -0.3 -0.4 0.08
H -2.62836 -0.81957 -5.93098 0.4 0.4 0.1 0.13
H -4.18903 -1.17713 -5.26737 -0.3 -0.2 0.0 0.11
H -4.17773 -3.37908 -6.11719 -0.4 0.2 0.2 0.09
H -2.93867 -4.47224 -5.60560 0.2 0.0 0.2 0.08
H -2.64070 -3.29518 -6.87250 0.5 0.3 -0.1 0.09
C 1.16080 -1.21080 -2.90984 -1.2 -0.9 -0.3 -0.07
O 1.40367 0.11587 -3.38046 0.9 -0.9 1.4 -0.24
C 1.04472 0.34303 -4.71151 -0.7 0.8 0.2 -0.19
C 1.39598 1.79819 -5.09459 -0.7 -1.2 0.1 -0.15
N 0.82066 2.79657 -4.15641 1.1 -0.2 0.1 -0.03
C 1.26890 4.16794 -4.45155 0.0 0.2 -0.7 -0.18
C 2.64640 4.47982 -3.98553 1.1 -0.2 1.8 -0.25
O 2.89418 5.84978 -4.07757 -0.3 1.0 -1.5 -0.19
C 4.19837 6.23106 -3.71183 -0.6 -0.2 0.7 -0.10
H 0.09872 -1.43864 -3.00021 -0.3 0.2 -0.2 0.06
H 1.34945 -1.44902 -1.86306 0.5 1.2 0.2 0.09
H 1.63961 -2.02551 -3.45307 0.6 0.4 -0.6 0.10
H -0.03672 0.23248 -4.79121 -0.3 -0.3 -0.2 0.12
H 1.54819 -0.38348 -5.34932 0.0 0.1 -0.3 0.13
H 0.96777 1.89064 -6.09269 0.1 0.4 -0.3 0.12
H 2.48072 1.77525 -5.19901 0.1 0.9 0.4 0.12
H -0.18830 2.76315 -4.18751 -0.2 -0.2 -0.1 0.12
H 0.65350 4.95919 -4.02341 -0.5 -0.4 0.2 0.13
H 1.31001 4.35078 -5.52532 -0.4 0.0 -0.4 0.12
H 3.40871 3.90723 -4.51385 0.2 -0.2 -0.1 0.13
H 2.74905 4.30934 -2.91384 -0.1 -1.0 0.2 0.10
H 4.96043 5.60017 -4.16938 0.1 0.2 -0.4 0.09
H 4.30114 6.09195 -2.63564 0.2 0.0 0.4 0.08
H 4.27891 7.29811 -3.91923 0.3 -0.2 -0.2 0.09
C -2.42332 -7.54595 -3.16626 -1.3 0.2 -0.3 -0.11
O -2.44551 -6.28759 -2.47628 1.0 -1.4 0.0 -0.17
C -1.36186 -5.52635 -2.97587 -0.6 0.9 -1.2 -0.24
C -1.38194 -4.14784 -2.35702 -0.2 -1.2 0.7 -0.21
N -0.80349 -4.31595 -1.03980 0.5 1.2 0.2 -0.05
C -1.01530 -3.08461 -0.29552 0.5 -0.5 0.6 -0.20
C -0.17580 -3.06037 0.98357 -0.4 0.4 0.2 -0.20
O -0.84487 -3.76367 2.04496 0.3 -0.2 0.3 -0.19
C -0.03064 -3.94969 3.22330 0.0 1.0 -1.0 -0.10
H -2.86176 -7.38943 -4.15184 0.1 0.1 -0.4 0.08
H -3.09819 -8.26324 -2.69923 0.2 0.2 0.5 0.08
H -1.46228 -8.02912 -3.34247 0.4 0.4 0.5 0.09
H -1.48766 -5.47387 -4.05731 0.0 0.2 -0.4 0.10
H -0.39031 -5.99739 -2.82652 0.1 -0.2 0.4 0.12
H -2.40079 -3.77842 -2.24054 -0.5 -0.1 -0.5 0.12
H -0.85637 -3.38510 -2.93158 0.3 -0.3 -0.1 0.10
H -1.16138 -5.12306 -0.54933 -0.3 0.0 -0.1 0.12
H -2.05552 -2.86533 -0.05476 -0.5 -0.3 0.3 0.12
H -0.80002 -2.27649 -0.99459 0.7 0.3 0.3 0.09
H -0.02068 -2.01618 1.25507 0.0 0.2 0.3 0.09
H 0.80707 -3.50026 0.81452 0.1 -0.2 -0.2 0.12
H 0.37819 -2.98957 3.53814 -0.2 0.4 0.1 0.05
H 0.86616 -4.52866 3.00278 -0.1 -0.6 0.0 0.09
H -0.61573 -4.33029 4.06051 0.0 -0.3 -0.4 0.08
C -1.98792 -0.44595 3.69870 0.0 0.0 0.4 -0.07
O -1.68589 -0.73178 5.10171 -0.2 -0.1 -1.9 -0.18
C -2.29485 -1.95784 5.47195 0.3 -1.0 0.2 -0.24
C -1.71409 -2.45299 6.76895 -0.8 -0.7 1.0 -0.24
N -0.44203 -3.15584 6.67810 0.9 2.1 -1.3 -0.05
C 0.63002 -2.12127 6.46270 -0.6 -1.1 0.0 -0.19
C 1.90403 -2.83062 6.15425 0.2 1.2 0.9 -0.22
O 2.91435 -1.81622 6.28191 -0.1 -0.7 -0.2 -0.18
C 4.16615 -2.32566 5.93708 0.9 -0.4 -0.4 -0.13
H -1.71557 -1.24900 3.01383 -0.1 -0.5 0.3 0.07
H -1.44995 0.40354 3.27790 0.2 0.2 0.8 0.06
H -3.05231 -0.24001 3.58585 -0.2 -0.1 0.0 0.08
H -2.10319 -2.81256 4.82324 0.1 0.4 -1.0 0.11
H -3.37951 -1.86817 5.53162 -0.2 0.3 0.2 0.12
H -2.28501 -3.26875 7.21244 -1.2 0.4 -0.2 0.12
H -1.77526 -1.59488 7.43828 0.6 0.1 0.6 0.12
H -0.25389 -3.54717 7.59000 0.0 -0.2 0.1 0.10
H 0.69170 -1.60094 7.41849 0.5 0.6 -0.2 0.13
H 0.46101 -1.44413 5.62542 -0.7 0.0 0.4 0.10
H 1.88944 -3.25688 5.15116 0.1 -0.2 0.0 0.11
H 1.95783 -3.58749 6.93677 0.9 -0.5 -0.1 0.12
H 4.23974 -2.63321 4.89396 -0.4 -0.2 -0.4 0.07
H 4.42280 -3.20109 6.53361 0.0 -0.1 0.3 0.09
H 4.98041 -1.60572 6.01932 -0.4 0.4 0.5 0.09
C -0.41631 4.49668 4.51975 0.2 0.2 -0.6 -0.11
O 0.81699 4.48413 3.83472 0.5 -0.3 -0.4 -0.21
C 0.98460 3.44213 2.85459 -0.6 -0.6 2.2 -0.17
C 1.16131 2.05943 3.63796 1.5 1.2 -2.6 -0.16
N 1.70866 1.09280 2.65962 0.1 -1.0 1.8 -0.04
C 1.82542 -0.29405 3.29354 -0.1 1.7 -1.5 -0.15
C 2.55143 -1.23334 2.33823 0.1 0.1 1.1 -0.22
O 3.93157 -0.89700 2.40191 -1.2 1.7 -0.1 -0.20
C 4.74808 -1.67610 1.61051 0.5 -0.4 0.8 -0.13
H -0.28317 5.29918 5.24527 -0.5 -0.1 0.1 0.09
H -0.70284 3.56116 5.00016 0.4 -0.1 0.3 0.08
H -1.21441 4.69800 3.80519 -0.3 0.4 0.0 0.08
H 1.85385 3.73730 2.26692 0.1 -0.4 0.3 0.09
H 0.11796 3.44494 2.19351 -0.2 -0.3 -0.1 0.10
H 0.24690 1.76850 4.15500 -0.1 -0.1 0.0 0.09
H 1.99595 2.21380 4.32181 -0.4 0.2 0.5 0.12
H 1.23376 1.13122 1.76907 -0.5 -0.7 -0.1 0.05
H 0.83681 -0.66502 3.56395 -0.2 -0.3 -0.1 0.08
H 2.39440 -0.18292 4.21659 0.1 0.0 0.0 0.11
H 2.07163 -1.19504 1.36026 0.4 0.4 -0.5 0.10
H 2.44029 -2.27073 2.65378 -0.1 -0.4 0.3 0.10
H 4.37746 -1.76233 0.58908 0.0 -0.4 -0.1 0.08
H 4.82660 -2.59121 2.19746 0.2 -1.0 -0.9 0.08
H 5.74746 -1.24118 1.62391 0.0 0.2 -0.2 0.09
```
Forces are in eV/Å.

**Kohn-Sham gap**: 7.88 eV
**Calculated total energy**: -124129.05715 eV
**Relative energy (zero: lowest compared OMol25 entry of this formula, charge and spin)**: 258.27 kJ/mol
**F_max**: 4.7 eV Å⁻¹